(1)
{"formula": "C18H16N5O3PtS", "method": "ωB97M-V with the def2-TZVPD basis set", "spin_multiplicity": 3, "charge": 1, "symbols": ["Pt", "N", "C", "C", "N", "C", "C", "N", "C", "C", "N", "H", "H", "H", "H", "H", "H", "O", "S", "C", "C", "C", "C", "C", "C", "C", "C", "C", "C", "C", "C", "H", "H", "H", "H", "H", "H", "H", "H", "H", "H", "O", "N", "O"], "coordinates": [[-0.0207, 0.3271, -0.0614], [-0.5366, 0.2368, 4.1204], [0.6710, -0.4223, 4.1925], [1.1098, -0.5615, 2.9115], [0.2017, 0.0254, 2.0744], [-0.7787, 0.4957, 2.8214], [-1.8879, 1.1297, 2.1283], [-1.8401, 1.1714, 0.8074], [-2.9876, 1.7876, 0.3859], [-3.7324, 2.1263, 1.4733], [-3.0257, 1.6965, 2.5729], [-1.1201, 0.4656, 4.9076], [1.0857, -0.7403, 5.1314], [1.9934, -1.0443, 2.5345], [-3.2013, 1.9322, -0.6576], [-4.6881, 2.6080, 1.5683], [-3.3238, 1.7897, 3.5294], [1.1744, 0.8189, -2.0031], [2.4776, 1.3539, -1.4427], [3.0108, 2.5711, -2.6282], [4.2857, 3.1005, -2.4932], [4.7099, 4.0545, -3.4031], [3.8701, 4.4520, -4.4346], [2.6058, 3.8961, -4.5664], [2.1630, 2.9467, -3.6572], [1.9384, 2.4082, -0.0925], [2.6637, 2.4118, 1.0920], [2.2128, 3.1791, 2.1546], [1.0514, 3.9311, 2.0246], [0.3397, 3.9319, 0.8325], [0.7837, 3.1722, -0.2409], [4.9443, 2.7692, -1.6997], [5.7005, 4.4787, -3.3145], [4.2087, 5.1901, -5.1478], [1.9636, 4.1940, -5.3834], [1.1923, 2.4797, -3.7496], [3.5561, 1.8055, 1.1817], [2.7689, 3.1947, 3.0821], [0.7096, 4.5344, 2.8553], [-0.5518, 4.5359, 0.7289], [0.2571, 3.1727, -1.1884], [1.3173, -1.6686, -0.4216], [0.3484, -2.2132, -0.9448], [-0.7035, -1.5007, -0.9598]], "nbo_charge": [1.18, -0.48, -0.06, -0.06, -0.49, 0.30, 0.31, -0.50, -0.06, -0.07, -0.48, 0.44, 0.25, 0.25, 0.25, 0.25, 0.44, -0.99, 1.29, -0.19, -0.23, -0.19, -0.18, -0.19, -0.23, -0.31, -0.15, -0.22, -0.19, -0.20, -0.23, 0.23, 0.23, 0.23, 0.23, 0.25, 0.23, 0.23, 0.23, 0.23, 0.25, -0.47, 0.38, -0.48]}

(2)
{"formula": "C19H29BFIO10P", "method": "ωB97M-V with the def2-TZVPD basis set", "charge": -1, "symbols": ["C", "C", "C", "C", "I", "C", "C", "O", "B", "C", "C", "C", "C", "F", "O", "C", "C", "C", "O", "P", "O", "O", "O", "H", "H", "H", "H", "H", "H", "H", "H", "H", "H", "H", "H", "H", "H", "H", "H", "H", "H", "H", "H", "H", "H", "H", "H", "H", "C", "C", "C", "O", "C", "C", "C", "O", "O", "O", "H", "H", "H", "H"], "coordinates": [[0.7216, 3.0123, 0.2551], [1.4537, 2.2929, -0.5723], [0.7589, 1.6259, -1.7619], [1.4991, 2.2184, -3.0090], [1.4110, 0.9847, -4.8024], [0.9604, 3.5981, -3.4244], [1.5020, 4.7686, -2.5790], [-0.5758, 1.8369, -1.9062], [-1.3242, 0.5671, -2.2207], [-1.9911, 0.3848, -3.7257], [-2.5727, 0.5367, -1.1378], [-3.4607, 1.7575, -1.3328], [-3.0712, 2.9263, -0.4236], [-4.7923, 1.3962, -0.9896], [-0.2467, -0.4606, -2.1208], [0.8787, 0.0442, -1.4673], [0.5778, -0.2607, 0.0519], [-0.0084, -1.6595, 0.2769], [-1.3352, -1.5906, 0.8036], [2.4939, -0.7828, -1.7404], [3.5469, 0.2385, -1.6869], [2.8027, -1.8714, -0.5759], [2.6194, -1.5930, -3.1249], [-0.0797, 3.5895, -0.1854], [0.8840, 3.0123, 1.3273], [2.5235, 2.2064, -0.4410], [2.5531, 2.3615, -2.7893], [-0.1252, 3.6260, -3.4791], [1.3191, 3.7519, -4.4423], [1.5864, 5.6849, -3.1584], [2.4395, 4.5138, -2.0857], [0.7951, 4.9588, -1.7715], [-3.0209, 0.0337, -3.5985], [-2.0332, 1.3583, -4.2263], [-1.4350, -0.3624, -4.2887], [-2.2673, 0.5551, -0.0909], [-3.1836, -0.3482, -1.3437], [-3.4496, 2.1214, -2.3615], [-2.5952, 3.7298, -0.9894], [-2.3575, 2.6421, 0.3451], [-3.9948, 3.3449, -0.0188], [-0.1303, 0.4534, 0.4605], [1.4800, -0.1739, 0.6668], [0.5840, -2.1240, 1.0731], [0.0680, -2.3263, -0.5787], [-1.9349, -2.1111, 0.2557], [3.3040, -2.5802, -1.0117], [3.4191, -1.2227, -3.5375], [0.5880, -5.2836, 4.5536], [0.8083, -5.2082, 5.8692], [0.4927, -3.9711, 6.6533], [0.7018, -3.9798, 7.8557], [-0.0408, -2.8239, 5.9418], [-0.2619, -2.8859, 4.6179], [0.0284, -4.1405, 3.8353], [-0.2093, -4.1615, 2.6469], [-0.7426, -1.8507, 3.9452], [1.3188, -6.2239, 6.5704], [0.8087, -6.1730, 3.9804], [-0.2461, -1.9330, 6.5178], [-0.8138, -2.1250, 3.0035], [1.3717, -5.9052, 7.4930]], "nbo_charge": [-0.42, -0.20, 0.23, -0.25, 0.02, -0.45, -0.61, -0.75, 0.87, -0.95, -0.74, 0.22, -0.64, -0.41, -0.74, -0.09, -0.47, -0.05, -0.75, 2.33, -1.15, -0.98, -0.99, 0.20, 0.19, 0.23, 0.22, 0.23, 0.20, 0.20, 0.20, 0.21, 0.19, 0.20, 0.22, 0.20, 0.20, 0.16, 0.20, 0.21, 0.21, 0.25, 0.21, 0.15, 0.19, 0.48, 0.50, 0.52, -0.38, 0.31, 0.47, -0.56, -0.40, 0.34, 0.47, -0.51, -0.62, -0.64, 0.24, 0.24, 0.53, 0.50]}

(3)
{"formula": "C6H5F9INO4PS", "method": "ωB97M-V with the def2-TZVPD basis set", "charge": 1, "symbols": ["O", "P", "N", "C", "C", "O", "I", "S", "O", "O", "C", "F", "F", "C", "F", "F", "C", "F", "F", "C", "F", "F", "F", "H", "H", "H", "H", "H"], "coordinates": [[0.7118, 2.4562, 1.6893], [1.5315, 1.9351, 0.6085], [1.8479, 0.1007, 0.9007], [3.0921, -0.4085, 0.1939], [2.8626, -0.9478, -1.2288], [2.5414, -2.0594, -1.4709], [3.2182, 0.5227, -2.7286], [0.4049, -1.0867, 0.9931], [1.0602, -2.3270, 1.1334], [-0.4212, -0.4673, 1.9532], [-0.4535, -1.0756, -0.7184], [-0.1870, -2.2603, -1.2043], [0.0822, -0.1381, -1.5001], [-2.0061, -0.9046, -0.6081], [-2.4688, -1.3572, -1.7651], [-2.4265, -1.7059, 0.3627], [-2.4831, 0.5799, -0.4232], [-2.7348, 1.0728, -1.6201], [-1.4690, 1.2926, 0.1126], [-3.7436, 0.7719, 0.4673], [-4.0124, 2.0711, 0.5435], [-3.5351, 0.2954, 1.6948], [-4.7650, 0.1275, -0.0981], [2.8865, 2.2759, 0.5721], [1.0719, 1.8698, -0.7038], [2.0634, 0.1020, 1.9097], [3.5544, -1.1742, 0.8234], [3.7768, 0.4390, 0.1116]], "nbo_charge": [-0.96, 1.64, -0.87, -0.37, 0.41, -0.43, 0.14, 2.17, -0.81, -0.81, 0.48, -0.25, -0.30, 0.59, -0.27, -0.28, 0.55, -0.27, -0.32, 0.93, -0.28, -0.29, -0.29, -0.05, -0.02, 0.46, 0.28, 0.25]}

no.,molar mass (g/mol),E (eV)
1,577.5,-46590.7510
2,605.1,-61435.5159
3,516.0,-68655.6090